[1]
DFT (ωB97M-V with the def2-TZVPD basis set) results for a molecular structure, C40H41GaNO6P2S2SiTe.

Geometry as XYZ:
```
95
Properties=species:S:1:pos:R:3
Ga -1.43 -0.04 0.16
O -3.45 1.65 3.29
S -2.40 0.98 2.57
O -1.74 -0.11 3.31
O -1.38 1.94 2.05
O -2.97 0.33 1.27
Te 1.85 2.13 0.46
C 3.97 2.19 0.38
C 4.69 1.32 -0.42
C 6.07 1.34 -0.37
N 6.78 2.15 0.42
C 6.08 3.00 1.18
C 4.70 3.06 1.19
C 1.84 -0.03 0.28
P 0.58 -0.43 1.55
C 0.47 -2.25 1.78
C 1.58 -3.07 1.92
C 1.43 -4.44 2.08
C 0.17 -5.01 2.11
C -0.95 -4.20 1.97
C -0.80 -2.83 1.80
C 1.47 0.15 3.07
C 0.90 0.86 4.11
C 1.68 1.27 5.19
C 3.04 0.96 5.24
C 3.62 0.27 4.19
C 2.85 -0.13 3.11
P 0.89 -0.49 -1.21
C 1.68 0.27 -2.68
C 2.61 -0.37 -3.50
C 3.16 0.28 -4.60
C 2.77 1.58 -4.90
C 1.82 2.21 -4.12
C 1.27 1.56 -3.03
C 1.37 -2.26 -1.34
C 2.70 -2.66 -1.17
C 3.05 -4.00 -1.21
C 2.06 -4.97 -1.40
C 0.74 -4.58 -1.55
C 0.40 -3.24 -1.53
H 4.17 0.63 -1.08
H 6.65 0.66 -0.99
H 6.66 3.65 1.82
H 4.19 3.77 1.84
H 2.58 -2.65 1.88
H 2.31 -5.07 2.17
H 0.05 -6.07 2.26
H -1.94 -4.63 1.99
H -1.68 -2.20 1.72
H -0.15 1.11 4.09
H 1.22 1.83 5.99
H 3.63 1.27 6.09
H 4.68 0.04 4.20
H 3.32 -0.61 2.26
H 2.92 -1.38 -3.28
H 3.88 -0.23 -5.22
H 3.21 2.09 -5.76
H 1.50 3.22 -4.36
H 0.50 2.04 -2.44
H 3.46 -1.91 -0.97
H 4.08 -4.30 -1.09
H 2.33 -6.02 -1.41
H -0.03 -5.34 -1.67
H -0.64 -2.92 -1.64
C -1.73 4.10 -1.71
S -1.63 3.14 -0.19
O -1.48 1.73 -0.82
C -3.33 3.34 0.29
C -4.32 2.59 -0.31
C -5.64 2.81 0.07
C -5.94 3.78 1.01
C -4.93 4.52 1.61
C -3.61 4.30 1.25
H -2.34 3.54 -2.41
H -0.72 4.24 -2.09
H -2.19 5.06 -1.47
H -4.07 1.83 -1.03
H -6.43 2.21 -0.37
H -6.97 3.95 1.30
H -5.17 5.26 2.36
H -2.80 4.83 1.75
C -3.94 -0.15 -2.95
Si -3.62 -1.52 -1.69
C -3.52 -3.15 -2.60
C -5.05 -1.59 -0.47
O -2.19 -1.29 -0.95
H -4.19 -0.56 -3.93
H -3.03 0.45 -3.06
H -4.75 0.51 -2.64
H -4.48 -3.38 -3.08
H -3.30 -3.97 -1.90
H -2.75 -3.14 -3.37
H -5.96 -1.16 -0.88
H -4.77 -1.03 0.42
H -5.26 -2.62 -0.18
```

- 2S+1 = 1
- relative energy (zero: lowest compared OMol25 entry of this formula, charge and spin) (kJ/mol) = 109.6
- frontier orbital gap (eV) = 6.74
- E_HOMO (eV) = -4.6
- charge = -1

=====

[2]
DFT (ωB97M-V with the def2-TZVPD basis set) results for 2 unconnected molecules or ions with the total composition C5H9NO.

Geometry as XYZ:
```
16
Properties=species:S:1:pos:R:3
C -2.13 -0.23 0.13
C -0.92 -0.27 0.68
C -0.25 0.93 1.31
C 0.08 0.68 2.71
N 0.33 0.46 3.82
H -2.56 -1.11 -0.34
H -2.72 0.68 0.11
H -0.33 -1.19 0.67
H -0.90 1.81 1.26
H 0.67 1.14 0.77
C 1.22 -0.50 -2.13
O 1.85 0.05 -0.98
H 0.64 -1.40 -1.90
H 0.53 0.26 -2.51
H 1.95 -0.73 -2.91
H 2.54 -0.56 -0.69
```

- 2S+1 = 1
- relative energy (zero: lowest compared OMol25 entry of this formula, charge and spin) (kJ/mol) = 211.5
- frontier orbital gap (eV) = 11.04
- E_HOMO (eV) = -10.3
- SMILES string = C=CCC#N.CO

=====

[3]
DFT (ωB97M-V with the def2-TZVPD basis set) results for 11 unconnected molecules or ions with the total composition C46H89Cl20F3IN4O3.

Geometry as XYZ:
```
166
Properties=species:S:1:pos:R:3
C 5.37 -4.45 -1.74
C 5.24 -5.35 -2.97
C 4.98 -4.58 -4.28
C 3.48 -4.41 -4.58
C 3.06 -2.98 -4.89
C 3.33 -2.01 -3.71
C 2.02 -1.49 -3.13
N 2.08 -0.09 -2.59
C 0.82 0.48 -2.75
N 0.76 1.68 -3.26
C -0.50 2.43 -3.41
C -0.33 3.86 -2.87
C -1.64 4.42 -2.27
C -1.50 4.67 -0.78
N -0.33 5.51 -0.47
C -0.11 5.62 0.92
C 0.44 4.42 1.65
O -0.35 6.65 1.53
C 1.97 2.33 -3.71
O 2.67 2.82 -2.57
C 3.56 3.81 -2.88
F 2.92 4.99 -3.04
F 4.24 3.55 -4.01
F 4.44 3.93 -1.87
N -0.23 -0.25 -2.33
C -0.23 -0.29 -0.84
C -0.80 1.01 -0.26
O -0.90 1.04 1.12
C -1.84 0.11 1.63
C -3.28 0.38 1.17
C -3.77 -0.63 0.10
C 1.14 -0.65 -0.29
C 2.32 -0.06 -1.10
C 3.66 -0.65 -0.70
C 4.81 0.34 -0.87
C 5.20 0.64 -2.30
I 6.78 -0.60 -3.06
H 4.38 -4.27 -1.31
H 5.95 -4.93 -0.96
H 5.84 -3.50 -1.95
H 6.17 -5.90 -3.08
H 4.45 -6.07 -2.77
H 5.52 -5.10 -5.07
H 5.43 -3.60 -4.13
H 3.24 -5.04 -5.43
H 2.91 -4.81 -3.74
H 3.57 -2.62 -5.77
H 1.99 -3.04 -5.11
H 4.01 -1.24 -4.03
H 3.78 -2.63 -2.94
H 1.30 -1.47 -3.95
H 1.63 -2.21 -2.42
H -0.74 2.51 -4.47
H -1.30 2.00 -2.83
H 0.37 3.81 -2.03
H 0.09 4.53 -3.61
H -2.43 3.68 -2.37
H -1.88 5.33 -2.79
H -2.39 5.19 -0.44
H -1.44 3.74 -0.21
H -0.55 6.46 -0.77
H 0.20 4.49 2.70
H 1.53 4.41 1.56
H 0.02 3.48 1.30
H 1.75 3.11 -4.42
H 2.60 1.61 -4.22
H -1.11 0.02 -2.74
H -0.91 -1.09 -0.56
H -1.75 1.23 -0.76
H -0.13 1.82 -0.55
H -1.58 -0.93 1.44
H -1.80 0.22 2.71
H -3.38 1.38 0.76
H -3.95 0.26 2.01
H -4.72 -1.07 0.37
H -3.95 -0.13 -0.85
H -3.05 -1.42 -0.08
H 1.21 -0.22 0.71
H 1.29 -1.72 -0.15
H 2.38 1.00 -0.83
H 3.87 -1.62 -1.14
H 3.60 -0.82 0.38
H 4.57 1.27 -0.35
H 5.67 -0.08 -0.35
H 5.64 1.63 -2.32
H 4.37 0.66 -2.99
Cl -7.35 -2.34 1.34
C -7.19 -4.08 0.97
C -5.75 -4.53 0.95
Cl -4.86 -3.83 -0.44
H -7.68 -4.27 0.02
H -7.73 -4.62 1.75
H -5.70 -5.61 0.85
H -5.23 -4.24 1.86
Cl 4.73 0.73 5.08
C 4.43 2.47 4.79
C 3.20 2.71 3.94
Cl 3.47 2.14 2.26
H 5.32 2.88 4.32
H 4.30 2.93 5.76
H 2.99 3.77 3.89
H 2.33 2.20 4.34
Cl 6.70 2.81 0.38
C 8.29 3.35 -0.21
C 8.90 2.32 -1.12
Cl 9.38 0.86 -0.23
H 8.92 3.56 0.64
H 8.13 4.28 -0.76
H 9.81 2.72 -1.59
H 8.22 2.02 -1.92
Cl 1.64 -0.46 5.77
C 2.18 -0.10 7.43
C 1.05 0.42 8.28
Cl 0.52 2.05 7.76
H 3.00 0.61 7.37
H 2.56 -1.03 7.85
H 1.38 0.51 9.31
H 0.19 -0.24 8.25
Cl -7.16 -2.07 -2.32
C -8.62 -1.15 -2.77
C -9.84 -1.62 -2.01
Cl -10.32 -3.27 -2.50
H -8.76 -1.26 -3.85
H -8.43 -0.11 -2.54
H -10.68 -0.97 -2.22
H -9.66 -1.63 -0.94
Cl -1.19 8.58 -1.92
C 0.25 9.19 -2.79
C 1.12 10.05 -1.91
Cl 0.32 11.59 -1.50
H -0.09 9.73 -3.67
H 0.82 8.32 -3.12
H 2.04 10.29 -2.43
H 1.37 9.54 -0.98
Cl -6.39 -7.79 -0.47
C -4.72 -7.49 -1.04
C -4.19 -8.64 -1.86
Cl -3.93 -10.10 -0.88
H -4.09 -7.31 -0.17
H -4.75 -6.58 -1.64
H -3.23 -8.36 -2.29
H -4.88 -8.89 -2.67
Cl 2.89 -0.58 10.85
C 2.74 -1.79 12.15
C 1.47 -2.58 12.04
Cl 0.03 -1.59 12.37
H 2.81 -1.27 13.10
H 3.60 -2.46 12.06
H 1.47 -3.39 12.77
H 1.35 -3.01 11.04
Cl -9.02 -1.80 -6.00
C -8.87 -3.55 -6.26
C -7.43 -4.00 -6.25
Cl -6.52 -3.40 -7.66
H -9.36 -3.79 -7.20
H -9.41 -4.04 -5.46
H -7.39 -5.09 -6.28
H -6.92 -3.66 -5.35
Cl -4.25 -1.36 7.46
C -3.94 0.29 6.86
C -3.26 0.28 5.51
Cl -1.59 -0.33 5.61
H -3.34 0.81 7.60
H -4.90 0.79 6.78
H -3.20 1.30 5.12
H -3.80 -0.33 4.80
```

- 2S+1 = 1
- frontier orbital gap (eV) = 8.47
- E_HOMO (eV) = -11.3
- charge = +1

=====

[4]
DFT (ωB97M-V with the def2-TZVPD basis set) results for a molecular structure, C14H16Cl2N6O3S3Sc.

Geometry as XYZ:
```
45
Properties=species:S:1:pos:R:3
Sc 9.71 4.20 14.19
N 11.30 6.20 13.88
C 10.83 7.50 14.45
C 10.55 7.43 15.93
C 9.34 6.57 16.27
O 8.39 7.02 16.88
O 9.44 5.33 15.78
H 12.15 5.93 14.38
H 11.53 6.30 12.90
H 9.93 7.77 13.93
H 11.55 8.28 14.26
H 10.43 8.42 16.33
H 11.43 6.98 16.40
S 10.40 0.41 12.68
C 9.75 1.28 11.30
C 9.09 0.45 10.42
C 8.52 0.97 9.27
C 7.83 0.07 8.41
N 7.39 -0.72 7.71
C 8.74 2.31 8.94
C 9.45 3.14 9.79
C 9.91 2.67 11.04
S 10.85 3.75 12.03
C 8.27 2.81 7.67
N 8.04 3.21 6.62
H 8.95 -0.58 10.68
H 9.62 4.16 9.48
Cl 12.06 2.95 15.41
C 11.57 2.00 16.83
Cl 9.88 2.28 17.09
H 12.10 2.35 17.71
H 11.76 0.96 16.59
O 8.96 2.09 13.98
N 9.62 1.06 14.08
C 5.19 5.50 16.27
N 6.37 5.54 15.40
C 6.34 5.37 14.10
N 5.15 5.22 13.52
S 7.73 5.32 13.02
H 5.52 5.64 17.28
H 4.72 4.51 16.19
H 4.47 6.27 16.05
H 7.24 5.85 15.85
H 4.26 5.39 13.99
H 5.11 5.05 12.52
```

- 2S+1 = 1
- relative energy (zero: lowest compared OMol25 entry of this formula, charge and spin) (kJ/mol) = 20.1
- frontier orbital gap (spin up / spin down) (eV) = 7.00 / 7.00
- E_HOMO (spin up / spin down) (eV) = -11.8 / -11.8
- charge = +1

=====

[5]
DFT (ωB97M-V with the def2-TZVPD basis set) results for a molecular structure, C14H8ClF6N4NiO2SbSe.

Geometry as XYZ:
```
38
Properties=species:S:1:pos:R:3
Ni -0.47 0.10 1.46
Se 2.20 -0.37 -5.45
N 0.76 -1.03 -4.72
C 0.69 -0.41 -3.52
C -0.47 -0.67 -2.63
C -1.61 -1.29 -2.90
C -2.67 -1.31 -2.02
C -2.50 -0.66 -0.80
N -1.34 -0.07 -0.50
C -0.37 0.09 -1.43
C 0.75 0.96 -1.08
N 0.84 1.26 0.23
C 1.73 2.22 0.70
C 2.66 2.75 -0.23
C 2.68 2.26 -1.54
C 1.79 1.36 -2.04
C 1.69 0.58 -3.27
N 2.49 0.87 -4.23
H -1.62 -1.90 -3.69
H -3.60 -1.81 -2.16
H -3.18 -0.84 -0.01
H 1.83 2.05 1.78
H 3.58 3.25 0.18
H 3.48 2.58 -2.11
Cl -1.05 0.61 5.89
C -1.02 1.94 4.74
C -0.79 1.35 3.36
O 0.32 0.71 3.15
O -1.62 1.46 2.41
H -0.27 2.65 5.06
H -1.99 2.46 4.62
F 0.81 -1.59 1.35
Sb -0.39 -3.15 1.58
F -0.22 -3.25 3.44
F -1.74 -1.75 1.90
F -1.87 -4.27 1.49
F -0.56 -2.87 -0.30
F 1.09 -4.27 1.27
```

- 2S+1 = 4
- relative energy (zero: lowest compared OMol25 entry of this formula, charge and spin) (kJ/mol) = 106.5
- frontier orbital gap (spin up / spin down) (eV) = 6.93 / 3.78
- E_HOMO (spin up / spin down) (eV) = -12.7 / -12.7
- charge = +1

=====

[6]
DFT (ωB97M-V with the def2-TZVPD basis set) results for 2 unconnected molecules or ions with the total composition C4H8ClNO.

Geometry as XYZ:
```
15
Properties=species:S:1:pos:R:3
C -0.09 1.55 2.20
C 0.16 1.15 0.96
C 0.25 -0.09 0.01
O 0.94 0.14 -1.13
N -0.21 -1.17 0.51
C -0.22 -2.33 -0.26
H -0.56 1.19 3.05
H 0.25 2.55 2.28
H 0.57 1.99 0.37
H 1.53 -0.64 -1.34
H 0.54 -2.43 -1.24
H 0.18 -3.12 0.44
H -1.28 -2.68 -0.62
Cl -1.01 2.52 -2.85
H -1.06 1.38 -2.40
```

- 2S+1 = 1
- relative energy (zero: lowest compared OMol25 entry of this formula, charge and spin) (kJ/mol) = 241.8
- frontier orbital gap (eV) = 10.01
- E_HOMO (eV) = -9.5
- SMILES string = C=C/C(O)=N/C.Cl